(1)
Below is a single C12H10ClOP molecule, with properties calculated with the ωB97M-V functional and the def2-TZVPD basis.

Structure (XYZ):
```
25
Properties=species:S:1:pos:R:3:mulliken_charge:R:1
C 0.904 3.394 0.936 -0.689
C 1.060 2.500 -0.068 -0.775
C 0.202 1.224 -0.046 0.849
C -1.158 1.452 -0.127 -0.892
P -2.069 -0.068 0.171 1.068
Cl -3.437 0.488 1.491 -0.224
C -2.993 -1.285 -0.892 -0.137
C -4.167 -1.034 -1.447 -0.681
O -1.010 -1.011 1.130 -0.556
C 0.293 -1.074 0.713 0.434
C 1.011 -2.189 1.006 -0.708
C 2.258 -2.370 0.432 -0.284
C 2.935 -1.319 -0.216 -0.931
C 2.207 -0.164 -0.365 -0.496
C 0.880 -0.010 0.023 0.882
H 1.468 4.371 1.162 0.226
H 0.226 3.182 1.672 0.326
H 2.019 2.478 -0.495 0.319
H -2.591 -2.345 -0.937 0.277
H -4.747 -1.597 -2.004 0.365
H -4.659 -0.122 -1.170 0.173
H 0.615 -3.052 1.556 0.360
H 2.662 -3.296 0.698 0.401
H 3.988 -1.526 -0.655 0.270
H 2.554 0.640 -0.949 0.421
```

As for the spin multiplicity: 1. The calculation puts the total energy at -1339.89225 a.u. Its SMILES is C=CC1=C=[P@@](Cl)(C=C)Oc2ccccc21. The energy above the lowest of the compared OMol25 structures with the same formula, charge and spin comes out at 64.2 kcal/mol.

---

(2)
Below is a molecular structure, C12H10MoN3O5S, with properties calculated with the ωB97M-V functional and the def2-TZVPD basis.

Structure (XYZ):
```
32
Properties=species:S:1:pos:R:3:mulliken_charge:R:1
Mo -0.067 -0.744 -0.213 1.768
O -1.264 3.099 -0.958 -0.590
C -1.194 1.942 -0.636 0.018
N -0.036 1.183 -0.604 -0.266
C 1.208 1.919 -0.827 -0.361
C 2.330 1.044 -0.374 0.246
C 3.655 1.429 -0.361 -0.809
C 4.609 0.532 0.093 -0.168
C 4.220 -0.726 0.532 -0.859
C 2.884 -1.053 0.505 -0.021
N 1.961 -0.182 0.050 -0.169
C -2.375 1.141 -0.180 0.631
C -3.647 1.648 -0.104 -0.509
C -4.658 0.811 0.358 -0.211
C -4.355 -0.487 0.731 -0.775
C -3.048 -0.928 0.638 -0.023
N -2.080 -0.120 0.184 -0.334
H 1.193 2.848 -0.251 0.449
H 1.326 2.203 -1.875 0.361
H 3.934 2.416 -0.702 0.434
H 5.653 0.816 0.110 0.435
H 4.944 -1.441 0.892 0.425
H 2.519 -2.020 0.829 0.464
H -3.827 2.671 -0.402 0.470
H -5.674 1.176 0.429 0.453
H -5.123 -1.154 1.094 0.418
H -2.749 -1.931 0.915 0.478
O 1.202 -4.011 0.134 -0.531
S -0.072 -3.395 0.110 1.368
O -1.274 -4.105 -0.116 -0.525
O -0.224 -2.317 1.162 -0.596
O 0.029 -2.265 -1.162 -0.673
```

As for the spin multiplicity: 1. As for the charge: +1. The calculation puts the total energy at -1469.96430 a.u.

---

(3)
Below is a single C12H10N2S molecule, with properties calculated with the ωB97M-V functional and the def2-TZVPD basis.

Structure (XYZ):
```
25
Properties=species:S:1:pos:R:3:mulliken_charge:R:1
H 4.800 1.773 0.296 0.255
N 3.881 2.111 0.019 -0.684
C 2.942 1.275 0.137 0.166
C 1.569 1.664 -0.176 -0.397
C 0.691 0.706 -0.466 -0.166
C -0.738 0.421 -0.408 0.111
C -1.997 0.967 -0.356 -0.763
C -3.045 0.062 -0.116 1.094
N -4.332 0.535 0.019 -0.529
C -2.788 -1.303 0.064 -0.469
C -1.506 -1.845 0.003 -1.019
C -0.494 -0.958 -0.250 -0.426
C 0.994 -0.790 -0.515 0.425
C 2.078 -1.168 0.459 -0.469
S 3.711 -1.480 -0.264 -0.182
C 3.082 -0.103 0.732 -0.335
H 1.325 2.712 -0.111 0.409
H -2.196 2.020 -0.486 0.388
H -5.076 -0.136 -0.070 0.213
H -4.525 1.442 -0.371 0.214
H -3.627 -1.958 0.253 0.289
H -1.347 -2.903 0.143 0.454
H 1.256 -1.125 -1.523 0.344
H 1.803 -1.839 1.267 0.531
H 3.539 -0.079 1.720 0.547
```

As for the spin multiplicity: 1. The calculation puts the total energy at -970.90140 a.u. Its SMILES is [H]/N=C1/C=C2c3cc(N)ccc3[C@@H]2[C@H]2S[C@@H]12. The energy above the lowest of the compared OMol25 structures with the same formula, charge and spin comes out at 5.8 kcal/mol.

---

(4)
Below is a molecular structure, C12H10N3ORuS4Sb, with properties calculated with the ωB97M-V functional and the def2-TZVPD basis.

Structure (XYZ):
```
32
Properties=species:S:1:pos:R:3:mulliken_charge:R:1
Ru -0.078 0.529 0.883 0.480
O -1.688 -1.487 -2.598 -0.770
C -1.316 -0.693 -1.729 -0.098
N -0.514 -0.942 -0.694 -0.096
C -0.012 -2.287 -0.596 -0.607
C 1.245 -2.312 0.237 0.404
C 2.062 -3.438 0.297 -0.793
C 3.194 -3.405 1.086 -0.170
C 3.491 -2.250 1.804 -0.861
C 2.629 -1.178 1.696 -0.101
N 1.539 -1.217 0.927 0.178
C -1.760 0.753 -1.799 0.622
C -2.508 1.208 -2.869 -0.522
C -2.836 2.555 -2.917 -0.163
C -2.402 3.393 -1.903 -0.887
C -1.663 2.856 -0.861 -0.089
N -1.360 1.561 -0.812 0.052
H 0.189 -2.713 -1.584 0.413
H -0.747 -2.957 -0.128 0.228
H 1.802 -4.319 -0.276 0.389
H 3.844 -4.269 1.144 0.397
H 4.365 -2.182 2.436 0.377
H 2.789 -0.252 2.236 0.380
H -2.801 0.500 -3.631 0.442
H -3.421 2.949 -3.739 0.406
H -2.637 4.448 -1.907 0.385
H -1.323 3.460 -0.028 0.395
S 1.176 3.083 5.044 -0.647
Sb -0.063 2.537 3.253 1.007
S 1.361 2.343 1.248 -0.575
S -1.969 3.583 2.645 -0.628
S -0.587 0.145 3.133 -0.548
```

As for the spin multiplicity: 6. As for the charge: -1. The calculation puts the total energy at -2630.81984 a.u. Its expectation value of S² is 8.77. The energy above the lowest of the compared OMol25 structures with the same formula, charge and spin comes out at 0.0 kcal/mol.

---

(5)
Below is a single C12H10O3 molecule, with properties calculated with the ωB97M-V functional and the def2-TZVPD basis.

Structure (XYZ):
```
25
Properties=species:S:1:pos:R:3:mulliken_charge:R:1
O -2.079 1.721 -1.392 -0.650
C -2.246 0.672 -0.542 0.325
C -3.532 0.152 -0.392 -0.692
C -3.682 -0.962 0.447 -0.228
C -2.622 -1.512 1.117 -0.858
C -1.358 -0.906 1.012 0.069
C -1.160 0.144 0.140 0.329
O 0.016 0.858 -0.026 -0.455
C 1.192 0.188 -0.162 0.671
C 1.325 -0.942 -0.978 -0.043
C 2.567 -1.539 -1.075 -0.641
C 3.672 -0.973 -0.475 -0.439
C 3.526 0.096 0.397 -0.560
C 2.275 0.673 0.557 0.092
O 2.101 1.741 1.383 -0.630
H -1.133 2.037 -1.289 0.381
H -4.359 0.587 -0.999 0.365
H -4.683 -1.396 0.580 0.327
H -2.736 -2.422 1.723 0.346
H -0.521 -1.283 1.564 0.488
H 0.458 -1.374 -1.493 0.430
H 2.683 -2.472 -1.649 0.319
H 4.671 -1.400 -0.691 0.329
H 4.393 0.607 0.853 0.369
H 1.171 2.004 1.395 0.357
```

As for the spin multiplicity: 1. The calculation puts the total energy at -688.98492 a.u. Its SMILES is Oc1ccccc1Oc1ccccc1O. The energy above the lowest of the compared OMol25 structures with the same formula, charge and spin comes out at 20.0 kcal/mol.

---

(6)
Below is a single C12H11Cl5O molecule, with properties calculated with the ωB97M-V functional and the def2-TZVPD basis.

Structure (XYZ):
```
29
Properties=species:S:1:pos:R:3:mulliken_charge:R:1
Cl -5.028 2.121 2.622 -0.163
C -3.635 1.537 1.733 0.160
C -3.369 0.168 1.720 0.185
Cl -4.442 -0.862 2.658 -0.173
C -2.324 -0.357 0.975 0.453
Cl -2.112 -2.025 0.964 -0.162
C -1.426 0.497 0.282 -0.338
O -0.428 -0.037 -0.523 -0.384
C 0.888 0.352 -0.076 0.050
C 1.499 -0.742 0.778 -1.023
C 1.758 -2.033 -0.005 -0.494
C 2.521 -1.784 -1.337 -0.748
C 1.890 -0.609 -2.165 -0.654
C 1.771 0.674 -1.321 -0.734
C -1.704 1.918 0.272 0.371
Cl -0.738 3.051 -0.705 -0.142
C -2.796 2.412 1.015 0.116
Cl -3.134 4.155 0.897 -0.173
H 0.856 1.253 0.557 0.551
H 2.476 -0.408 1.179 0.359
H 0.866 -0.921 1.618 0.372
H 0.786 -2.469 -0.317 0.179
H 2.290 -2.769 0.618 0.392
H 2.450 -2.713 -1.893 0.354
H 3.566 -1.523 -1.159 0.333
H 2.539 -0.466 -3.054 0.347
H 0.908 -0.888 -2.504 0.317
H 1.298 1.495 -1.878 0.282
H 2.774 0.973 -0.951 0.365
```

As for the spin multiplicity: 1. The calculation puts the total energy at -2840.06194 a.u. Its SMILES is Clc1c(Cl)c(Cl)c(OC2CCCCC2)c(Cl)c1Cl. The energy above the lowest of the compared OMol25 structures with the same formula, charge and spin comes out at 0.0 kcal/mol.

---

(7)
Below is a molecular structure, C12H11ClN2OS, with properties calculated with the ωB97M-V functional and the def2-TZVPD basis.

Structure (XYZ):
```
28
Properties=species:S:1:pos:R:3:mulliken_charge:R:1
C 1.956 2.831 0.092 -1.908
C 2.632 1.432 0.001 1.031
C 4.012 1.351 -0.020 -0.610
C 4.480 -0.032 -0.022 -0.739
C 3.617 -1.282 -0.152 0.271
C 2.160 -1.053 0.049 -1.034
C 1.563 0.179 0.167 0.078
N 0.247 0.516 -0.125 -0.077
C -0.780 -0.430 -0.094 0.649
O -0.518 -1.696 -0.003 -0.679
N -2.037 0.331 0.017 -0.135
C -3.287 -0.460 -0.101 0.345
C -3.410 -2.076 -0.102 -0.757
C -4.798 -2.089 0.048 -0.271
C -5.607 -1.086 -0.125 -0.513
S -4.725 0.344 0.119 -0.165
H -6.629 -1.154 0.053 0.460
H -5.251 -3.231 0.099 0.197
H -2.553 -2.528 -0.047 0.726
H -2.089 1.184 0.110 0.079
H -0.062 1.459 -0.096 0.216
H 1.458 -1.737 0.150 0.972
Cl 4.268 -2.576 0.053 -0.251
H 5.432 -0.070 0.180 0.535
H 4.493 2.298 -0.232 0.302
H 1.374 3.025 0.883 0.460
H 2.718 3.378 0.011 0.570
H 1.335 3.171 -0.914 0.249
```

As for the spin multiplicity: 1. The calculation puts the total energy at -1506.68998 a.u. The energy above the lowest of the compared OMol25 structures with the same formula, charge and spin comes out at 189.4 kcal/mol.

---

(8)
Below is a molecular structure, C12H11F2HfN, with properties calculated with the ωB97M-V functional and the def2-TZVPD basis.

Structure (XYZ):
```
27
Properties=species:S:1:pos:R:3:mulliken_charge:R:1
Hf -0.003 0.215 -0.182 0.817
C 0.010 2.099 -1.260 -1.204
H -0.673 2.952 -1.021 0.382
H 1.143 2.220 -1.106 0.364
H 0.103 1.687 -2.306 0.376
H 1.056 -0.957 -1.004 0.357
H 1.333 -0.916 -0.116 0.121
F 2.464 0.507 4.836 -0.243
C 1.518 -0.053 4.011 0.205
C 1.360 0.490 2.750 -0.444
C 0.435 -0.131 1.929 0.155
C -0.273 -1.335 2.225 0.543
C -0.088 -1.749 3.569 0.154
F -0.788 -2.819 4.086 -0.275
C 0.807 -1.163 4.442 -0.494
C -1.191 -2.007 1.267 0.462
C -1.929 -3.158 1.478 -0.568
C -2.751 -3.699 0.489 -0.350
C -2.941 -3.012 -0.709 -0.696
C -2.254 -1.841 -0.895 0.070
N -1.314 -1.449 0.000 -0.578
H 1.863 1.387 2.380 0.443
H 0.977 -1.582 5.432 0.514
H -1.878 -3.629 2.443 0.562
H -3.281 -4.629 0.683 0.473
H -3.602 -3.377 -1.480 0.442
H -2.376 -1.153 -1.733 0.412
```

As for the spin multiplicity: 1. As for the charge: +2. The calculation puts the total energy at -765.57048 a.u. The energy above the lowest of the compared OMol25 structures with the same formula, charge and spin comes out at 39.6 kcal/mol.